1.
{"formula": "C36H38N5O7P", "method": "ωB97M-V/def2-TZVPD", "species": ["C", "O", "C", "C", "C", "C", "N", "C", "C", "C", "C", "O", "C", "C", "C", "O", "C", "C", "O", "C", "P", "O", "O", "C", "O", "H", "H", "H", "H", "H", "H", "H", "H", "H", "H", "H", "H", "H", "H", "H", "H", "H", "H", "N", "C", "C", "C", "C", "C", "H", "H", "H", "H", "H", "N", "C", "C", "C", "C", "C", "H", "H", "H", "H", "H", "N", "C", "C", "C", "C", "C", "H", "H", "H", "H", "H", "N", "C", "C", "C", "C", "C", "H", "H", "H", "H", "H"], "xyz": [[6.511, -2.785, 2.619], [5.763, -1.597, 2.453], [4.422, -1.720, 2.926], [3.488, -1.003, 1.982], [3.640, 0.374, 1.892], [2.864, 1.150, 1.031], [3.047, 2.525, 0.931], [1.912, 0.492, 0.253], [1.751, -0.879, 0.334], [2.521, -1.663, 1.203], [2.273, -3.115, 1.232], [2.608, -3.872, 2.116], [1.499, -3.714, 0.076], [1.620, -5.197, -0.058], [2.944, -5.555, -0.742], [2.839, -6.833, -1.379], [3.192, -6.836, -2.696], [4.604, -6.478, -3.089], [2.397, -7.162, -3.519], [0.758, -2.964, -0.749], [-0.259, -3.698, -2.117], [0.638, -3.429, -3.472], [-1.591, -2.752, -2.221], [0.723, -1.485, -0.574], [-0.063, -0.786, -1.171], [7.569, -2.557, 2.720], [6.228, -3.338, 3.517], [6.357, -3.432, 1.751], [4.383, -1.184, 3.883], [4.150, -2.745, 3.135], [4.391, 0.868, 2.496], [3.022, 2.824, -0.033], [3.885, 2.840, 1.402], [1.301, 1.065, -0.432], [0.828, -5.618, -0.673], [1.612, -5.672, 0.918], [3.244, -4.782, -1.453], [3.734, -5.616, 0.009], [4.549, -5.823, -3.952], [5.159, -7.371, -3.354], [5.104, -5.954, -2.276], [1.286, -2.728, -3.311], [-1.383, -1.982, -2.774], [-5.765, 1.601, -2.973], [-6.381, 0.509, -2.516], [-5.705, -0.592, -2.006], [-4.321, -0.561, -1.972], [-3.667, 0.565, -2.445], [-4.434, 1.614, -2.931], [-7.467, 0.525, -2.563], [-6.254, -1.452, -1.646], [-3.758, -1.400, -1.582], [-2.587, 0.632, -2.435], [-3.963, 2.516, -3.308], [5.855, 4.124, 3.623], [6.064, 3.532, 4.799], [5.542, 3.992, 5.998], [4.761, 5.135, 5.979], [4.534, 5.767, 4.768], [5.099, 5.223, 3.626], [6.684, 2.642, 4.770], [5.744, 3.467, 6.922], [4.335, 5.528, 6.894], [3.930, 6.663, 4.708], [4.945, 5.684, 2.656], [0.939, 6.253, -0.591], [-0.257, 6.725, -0.939], [-1.455, 6.196, -0.483], [-1.411, 5.114, 0.380], [-0.176, 4.608, 0.753], [0.962, 5.213, 0.241], [-0.246, 7.571, -1.618], [-2.398, 6.623, -0.798], [-2.324, 4.671, 0.757], [-0.092, 3.764, 1.424], [1.946, 4.851, 0.509], [-9.766, 0.663, -2.702], [-10.592, 0.379, -3.708], [-11.922, 0.028, -3.535], [-12.422, -0.036, -2.245], [-11.578, 0.255, -1.186], [-10.265, 0.599, -1.469], [-10.157, 0.439, -4.699], [-12.547, -0.191, -4.390], [-13.455, -0.308, -2.067], [-11.928, 0.217, -0.164], [-9.569, 0.838, -0.670]], "forces_ev_per_a": [[-0.09, -0.22, -0.11], [0.02, -0.15, 0.06], [0.33, 0.66, 0.54], [-0.10, -0.31, 0.18], [-0.17, -0.02, 0.01], [0.25, -0.48, 0.02], [0.06, -0.33, -0.05], [0.00, 0.13, -0.03], [-0.15, 0.30, -0.14], [0.21, 0.45, -0.03], [-0.44, 0.02, -0.26], [0.29, -0.05, 0.26], [-0.16, -0.22, -0.04], [0.25, -0.36, -0.34], [0.56, -0.07, 0.50], [0.06, 0.34, 0.11], [-0.09, -0.22, -0.54], [-0.11, 0.62, 0.71], [-0.40, -0.37, -0.30], [-0.10, 1.04, -0.71], [-1.01, -2.19, 0.47], [0.20, 0.86, 0.76], [0.86, 0.12, -0.69], [0.54, -0.25, 0.56], [-0.07, 0.30, -0.37], [0.04, 0.26, -0.18], [-0.13, 0.04, 0.07], [0.11, -0.15, 0.02], [-0.13, -0.05, 0.06], [-0.07, -0.13, -0.32], [0.10, -0.09, 0.04], [-0.07, 0.28, 0.08], [0.02, 0.12, -0.08], [-0.11, -0.09, -0.02], [-0.14, 0.14, 0.00], [-0.13, 0.03, 0.11], [-0.17, -0.04, -0.17], [0.06, 0.06, 0.02], [0.06, -0.02, -0.15], [-0.02, -0.15, 0.02], [0.24, -0.09, -0.04], [-0.03, 0.04, -0.41], [-0.31, 0.28, 0.40], [0.07, -0.08, 0.05], [-0.12, 0.05, -0.01], [0.06, 0.10, -0.04], [0.06, -0.13, 0.09], [-0.01, 0.00, -0.02], [-0.07, 0.07, -0.04], [0.11, -0.01, -0.02], [-0.02, 0.00, -0.01], [0.01, 0.00, -0.02], [0.00, 0.02, 0.03], [0.05, -0.02, 0.00], [-0.18, 0.05, 0.09], [0.08, -0.10, -0.11], [0.00, 0.03, -0.02], [-0.02, 0.02, 0.05], [0.00, -0.01, 0.01], [0.07, -0.08, -0.14], [-0.01, -0.01, 0.05], [0.02, -0.01, -0.01], [0.00, 0.00, 0.00], [0.00, 0.00, -0.03], [-0.03, 0.06, 0.03], [-0.11, -0.04, 0.03], [0.08, 0.04, -0.04], [0.03, -0.02, 0.02], [-0.05, -0.02, 0.02], [-0.02, -0.01, 0.00], [0.10, 0.11, -0.08], [-0.06, 0.00, 0.00], [0.01, 0.01, -0.02], [0.00, 0.00, -0.01], [0.04, 0.00, -0.01], [-0.03, -0.04, 0.09], [-0.23, -0.07, 0.04], [0.11, 0.03, -0.05], [0.00, 0.01, 0.04], [-0.05, -0.01, 0.01], [-0.01, 0.00, -0.04], [0.12, 0.04, 0.00], [-0.04, -0.01, -0.02], [0.02, 0.00, -0.01], [0.00, 0.00, 0.00], [0.02, 0.01, 0.01], [-0.04, -0.01, 0.03]], "total_energy_ha": -2536.4169, "homo_lumo_gap_ev": 7.252, "total_charge": 0, "smiles": "COCc1cc(N)cc2c1C(=O)C(CCOC(C)=O)=C(P(O)O)C2=O.c1ccncc1.c1ccncc1.c1ccncc1.c1ccncc1"}

***

2.
{"formula": "C36H39BF3N4O2RuS3", "method": "ωB97M-V/def2-TZVPD", "species": ["Ru", "C", "C", "C", "C", "C", "C", "C", "C", "S", "C", "N", "C", "C", "C", "C", "C", "C", "C", "C", "H", "H", "H", "H", "H", "H", "H", "H", "H", "H", "H", "H", "H", "H", "H", "H", "F", "C", "F", "F", "C", "C", "C", "C", "N", "C", "S", "H", "H", "H", "N", "C", "S", "N", "C", "C", "C", "C", "C", "C", "H", "H", "H", "H", "H", "H", "H", "H", "C", "C", "C", "O", "B", "O", "C", "C", "C", "H", "H", "H", "H", "H", "H", "H", "H", "H", "H", "H", "H"], "xyz": [[-0.726, 1.106, -0.279], [6.237, 3.176, 0.919], [5.384, 2.823, -0.308], [6.148, 3.192, -1.588], [5.152, 1.309, -0.313], [4.077, 3.610, -0.257], [4.107, 5.012, -0.241], [2.949, 5.765, -0.239], [1.729, 5.105, -0.242], [0.124, 5.761, -0.313], [-0.525, 4.133, -0.284], [0.380, 3.192, -0.202], [1.662, 3.705, -0.216], [2.850, 2.971, -0.238], [-1.929, 3.844, -0.430], [-2.894, 4.859, -0.406], [-4.225, 4.551, -0.599], [-4.599, 3.229, -0.822], [-3.638, 2.225, -0.831], [-2.283, 2.494, -0.642], [7.178, 2.621, 0.897], [5.707, 2.919, 1.838], [6.471, 4.240, 0.950], [7.079, 2.623, -1.646], [6.396, 4.254, -1.616], [5.547, 2.959, -2.469], [6.116, 0.798, -0.362], [4.564, 0.997, -1.178], [4.642, 0.980, 0.595], [5.054, 5.538, -0.248], [2.991, 6.847, -0.244], [2.782, 1.898, -0.284], [-2.594, 5.886, -0.224], [-4.972, 5.334, -0.580], [-5.643, 2.981, -0.976], [-3.956, 1.203, -0.995], [-0.440, -3.256, 4.785], [-0.565, -2.929, 3.487], [-1.514, -3.728, 2.975], [0.611, -3.266, 2.895], [-0.857, -1.467, 3.317], [-0.954, -0.657, 4.445], [-1.173, 0.702, 4.247], [-1.231, 1.203, 2.971], [-1.103, 0.434, 1.871], [-0.981, -0.890, 2.061], [-0.880, -1.840, 0.546], [-0.872, -1.079, 5.435], [-1.282, 1.360, 5.098], [-1.376, 2.255, 2.764], [2.001, -0.238, 0.910], [1.962, -0.767, -0.338], [1.257, 0.083, -1.622], [2.527, -1.990, -0.426], [2.771, -2.817, -1.546], [3.094, -2.330, -2.807], [3.381, -3.219, -3.832], [3.354, -4.588, -3.614], [3.041, -5.071, -2.352], [2.754, -4.193, -1.323], [1.399, 0.567, 1.067], [2.190, -0.833, 1.704], [2.623, -2.479, 0.452], [3.122, -1.268, -2.986], [3.635, -2.831, -4.809], [3.576, -5.276, -4.418], [3.013, -6.138, -2.169], [2.501, -4.571, -0.338], [-5.536, -1.182, -0.385], [-4.881, -2.350, 0.345], [-5.814, -2.860, 1.432], [-3.683, -1.836, 0.977], [-2.619, -2.276, 0.257], [-2.924, -3.153, -0.733], [-4.334, -3.461, -0.634], [-4.437, -4.876, -0.068], [-4.926, -3.435, -2.035], [-5.742, -0.388, 0.333], [-6.470, -1.489, -0.855], [-4.865, -0.787, -1.147], [-6.135, -2.017, 2.044], [-5.318, -3.581, 2.078], [-6.695, -3.322, 0.985], [-3.996, -4.931, 0.928], [-3.884, -5.551, -0.720], [-5.478, -5.195, -0.027], [-4.751, -2.480, -2.526], [-5.998, -3.634, -1.998], [-4.444, -4.213, -2.627]], "forces_ev_per_a": [[0.11, 1.80, -0.70], [-0.04, -0.02, -0.06], [0.10, -0.02, 0.01], [-0.03, -0.01, 0.04], [0.02, 0.07, -0.01], [-0.10, -0.11, 0.04], [-0.03, 0.18, -0.03], [0.08, 0.01, 0.00], [-0.24, -0.21, 0.02], [0.00, -0.14, 0.06], [0.57, 0.18, 0.08], [-1.03, -0.70, -0.36], [0.36, 0.31, 0.06], [-0.07, -0.02, 0.03], [-0.70, 0.05, -0.22], [0.19, -0.03, -0.06], [-0.12, 0.25, 0.02], [0.22, -0.25, -0.09], [-0.37, 0.21, -0.28], [1.22, -1.15, 1.65], [0.00, 0.01, 0.00], [0.02, 0.01, 0.01], [0.02, 0.00, 0.02], [0.01, 0.02, 0.00], [0.00, -0.01, -0.01], [0.02, 0.01, -0.01], [0.01, 0.00, 0.01], [-0.02, -0.02, 0.02], [-0.03, -0.01, -0.02], [0.02, -0.05, 0.00], [0.03, -0.01, -0.01], [-0.03, -0.07, 0.03], [-0.07, 0.02, -0.03], [0.01, -0.01, 0.02], [-0.01, 0.01, 0.01], [0.00, -0.04, 0.09], [0.00, -0.02, -0.06], [0.09, -0.24, -0.06], [0.10, 0.07, 0.03], [-0.19, 0.02, 0.10], [-0.02, 0.14, 0.36], [-0.06, 0.09, -0.40], [0.05, -0.19, 0.48], [0.04, 0.11, -0.62], [-0.20, -0.15, -0.18], [-0.11, 0.06, -0.49], [0.08, 0.10, 0.10], [0.01, 0.02, 0.00], [0.00, 0.05, -0.05], [0.00, 0.04, 0.06], [-0.13, -0.12, 0.13], [-0.05, 0.26, -0.52], [0.27, -0.41, 0.63], [0.04, -0.16, 0.12], [0.00, -0.11, -0.13], [0.00, 0.05, 0.11], [-0.02, -0.01, 0.01], [-0.01, -0.06, -0.02], [0.01, -0.02, -0.02], [-0.07, 0.08, 0.02], [-0.02, -0.01, -0.05], [0.08, 0.07, -0.03], [0.12, 0.04, -0.01], [0.01, 0.06, 0.00], [-0.01, 0.01, 0.00], [0.00, 0.02, 0.00], [0.01, 0.00, 0.02], [-0.01, 0.00, -0.01], [0.18, -0.08, 0.07], [-0.24, 0.02, -0.20], [0.15, 0.04, -0.06], [0.07, 0.05, 0.24], [-0.18, -0.06, 0.24], [0.10, 0.02, -0.29], [-0.19, -0.16, 0.08], [0.11, 0.21, -0.03], [0.14, 0.03, 0.14], [0.00, 0.01, -0.01], [0.00, 0.02, -0.01], [-0.05, 0.04, -0.03], [-0.03, -0.01, 0.00], [-0.03, -0.02, 0.00], [-0.03, 0.00, 0.04], [-0.03, -0.04, 0.02], [-0.02, -0.01, -0.01], [0.01, -0.06, 0.06], [-0.04, 0.00, -0.01], [-0.01, 0.01, -0.04], [-0.04, -0.02, -0.02]], "spin_multiplicity": 2, "de_lowest_kcal_mol": 67.1, "total_energy_ha": -3378.7510, "homo_lumo_gap_ev": [6.222, 5.708], "total_charge": 0}